[1]
Molecular formula: C6H6O
Method: DFT, ωB97M-V with the def2-TZVPD basis set

The geometry in XYZ format:
```
13
Properties=species:S:1:pos:R:3:forces:R:3
C -2.068 1.396 -0.874 0.37 -0.41 0.03
C -1.343 0.436 -0.808 -0.33 0.45 -0.05
C -0.517 -0.770 -0.710 -0.04 -0.06 -0.06
C 0.364 -0.801 0.560 0.14 -0.15 -0.13
O -0.370 -0.488 1.719 -0.07 0.21 0.02
C 1.577 0.029 0.421 0.44 0.26 -0.03
C 2.598 0.661 0.330 -0.41 -0.24 0.02
H -2.717 2.239 -0.959 0.14 -0.12 0.04
H -1.183 -1.640 -0.677 0.07 0.12 0.01
H 0.113 -0.868 -1.601 -0.07 0.02 0.15
H 0.691 -1.837 0.701 -0.01 0.13 -0.05
H -0.657 0.434 1.641 -0.04 -0.13 0.04
H 3.511 1.209 0.256 -0.19 -0.06 0.00
```
Positions in Å, forces in eV/Å.

## Properties
SMILES: C#CC[C@H](O)C#C
HOMO-LUMO gap in eV: 11.08
Lowest unoccupied orbital energy in eV: 0.909


[2]
Molecular formula: C6H6O
Method: DFT, ωB97M-V with the def2-TZVPD basis set

The geometry in XYZ format:
```
13
Properties=species:S:1:pos:R:3:forces:R:3
C -5.130 -2.979 3.666 0.71 0.25 -0.64
C -4.374 -2.827 2.742 -0.84 -0.15 0.18
C -3.469 -2.864 1.609 0.33 -0.64 0.24
O -3.803 -3.056 0.467 0.10 0.34 0.33
H -5.768 -3.090 4.497 -0.31 -0.04 0.35
H -2.414 -2.842 1.948 -0.01 0.24 -0.45
C 4.129 1.051 -1.500 -0.34 0.93 -0.48
C 3.661 2.072 -1.932 0.67 -0.86 0.34
C 3.216 3.338 -2.474 -0.19 0.27 -0.01
H 4.627 0.180 -1.185 0.05 -0.44 0.24
H 2.760 3.194 -3.453 -0.10 0.07 0.05
H 2.504 3.804 -1.794 -0.10 0.06 -0.14
H 4.061 4.017 -2.591 0.00 -0.03 0.00
```
Positions in Å, forces in eV/Å.

## Properties
SMILES: C#CC=O.C#CC
HOMO-LUMO gap in eV: 9.94
Lowest unoccupied orbital energy in eV: -0.036


[3]
Molecular formula: C6H6O
Method: DFT, ωB97M-V with the def2-TZVPD basis set

The geometry in XYZ format:
```
13
Properties=species:S:1:pos:R:3:forces:R:3
O 2.023 1.983 -0.169 0.22 -0.23 -0.10
C 0.700 1.862 -0.475 -0.50 1.08 0.44
C -0.199 1.364 0.324 0.10 0.10 0.07
C -0.939 0.525 0.989 1.22 -1.20 -0.27
C -0.533 -0.917 0.450 -1.56 0.87 0.69
C -0.576 -2.220 0.550 -0.29 1.27 -0.60
C -0.253 -1.475 -0.919 -0.42 -0.94 1.09
H 2.220 1.325 0.515 0.05 0.23 -0.12
H 0.325 2.485 -1.269 0.50 -0.09 -0.68
H -1.521 0.982 1.849 0.46 -1.73 -0.90
H -0.922 -3.010 1.263 0.39 0.64 -1.32
H 0.732 -1.704 -1.377 -0.42 0.59 0.83
H -1.012 -1.290 -1.719 0.24 -0.57 0.88
```
Positions in Å, forces in eV/Å.

## Properties
SMILES: OC=C=CC1=CC1
HOMO-LUMO gap in eV: 9.51
Lowest unoccupied orbital energy in eV: 0.763


[4]
Molecular formula: C6H6O
Method: DFT, ωB97M-V with the def2-TZVPD basis set

The geometry in XYZ format:
```
13
Properties=species:S:1:pos:R:3:forces:R:3
C 2.730 0.300 -0.029 -0.32 -0.15 0.23
C 1.791 -0.127 0.592 0.38 0.21 -0.24
C 0.676 -0.689 1.343 -0.17 0.16 0.42
O 0.069 -0.077 2.193 0.34 -0.27 -0.37
H 3.563 0.693 -0.571 -0.15 -0.07 0.09
H 0.434 -1.737 1.102 0.03 0.10 0.01
C -0.876 -0.772 -1.361 -0.14 0.25 0.13
C -1.342 0.242 -0.676 0.10 -0.24 -0.20
C -1.775 1.241 0.034 -0.03 0.03 0.00
H -1.401 -1.722 -1.384 0.01 0.10 0.00
H 0.045 -0.685 -1.929 -0.10 0.01 0.05
H -1.456 1.360 1.068 -0.03 -0.04 -0.14
H -2.459 1.973 -0.383 0.07 -0.08 0.01
```
Positions in Å, forces in eV/Å.

## Properties
SMILES: C#CC=O.C=C=C
HOMO-LUMO gap (spin up / spin down) in eV: 10.10 / 10.10
Lowest unoccupied orbital energy (spin up / spin down) in eV: 0.128 / 0.129


[5]
Molecular formula: C6H6O
Method: DFT, ωB97M-V with the def2-TZVPD basis set

The geometry in XYZ format:
```
13
Properties=species:S:1:pos:R:3:forces:R:3
C 2.694 0.381 0.354 -0.93 -0.01 -0.08
C 1.499 0.275 0.193 1.01 0.12 -0.08
C 0.109 0.078 -0.099 0.70 0.08 0.21
C -0.439 -1.130 -0.865 0.18 0.16 0.14
O -1.585 -1.188 0.020 -0.25 0.05 -0.07
C -1.049 -0.137 0.825 -0.78 0.02 -0.03
C -0.985 1.139 0.041 0.21 -0.23 -0.20
H 3.746 0.498 0.496 -0.22 -0.04 0.01
H 0.164 -2.034 -0.703 -0.03 0.32 -0.24
H -0.673 -0.970 -1.930 -0.10 -0.16 0.40
H -1.152 -0.237 1.905 0.19 0.13 -0.31
H -1.633 1.288 -0.827 0.03 -0.07 0.43
H -0.697 2.039 0.588 0.00 -0.37 -0.17
```
Positions in Å, forces in eV/Å.

## Properties
SMILES: C#C[C@@]12CO[C@@H]1C2
HOMO-LUMO gap in eV: 10.34
Lowest unoccupied orbital energy in eV: 1.043


[6]
Molecular formula: C6H6O
Method: DFT, ωB97M-V with the def2-TZVPD basis set

The geometry in XYZ format:
```
13
Properties=species:S:1:pos:R:3:forces:R:3
C -0.695 1.545 2.039 0.13 0.35 -0.39
C -0.470 1.366 0.864 0.49 1.28 0.41
C -0.018 0.760 -0.351 -0.34 -0.52 0.79
C -0.936 -0.222 -0.468 -0.09 -0.45 -0.40
C -0.271 -1.531 -0.204 -0.18 -0.29 -0.43
O 1.087 -1.221 0.064 0.11 -0.24 -0.22
C 1.340 0.085 -0.445 0.14 0.20 0.04
H -0.821 1.843 3.052 -0.14 0.01 -0.01
H -2.004 -0.047 -0.468 0.04 -0.18 0.37
H -0.708 -1.969 0.711 -0.02 0.09 -0.37
H -0.385 -2.234 -1.031 0.17 -0.33 -0.05
H 1.675 0.005 -1.493 -0.14 0.19 0.20
H 2.129 0.567 0.135 -0.15 -0.14 0.06
```
Positions in Å, forces in eV/Å.

## Properties
SMILES: C#CC1=CCOC1
HOMO-LUMO gap in eV: 8.69
Lowest unoccupied orbital energy in eV: 0.275


[7]
Molecular formula: C6H6O2
Method: DFT, ωB97M-V with the def2-TZVPD basis set

The geometry in XYZ format:
```
14
Properties=species:S:1:pos:R:3:forces:R:3
C -0.340 -1.743 -0.945 1.60 0.09 0.07
C -1.142 -1.259 0.054 0.73 -1.66 -0.67
C -0.360 -0.132 0.661 -0.86 0.73 -1.72
O -0.938 1.210 0.640 -0.41 -1.65 0.48
C 0.207 1.900 0.734 1.13 6.66 1.30
O 1.243 1.397 -0.146 -0.99 -0.39 0.26
C 0.715 0.201 -0.380 0.75 -3.43 -0.07
C 0.834 -0.814 -1.270 -1.92 0.75 1.10
H -0.215 -2.745 -1.435 -1.25 0.98 0.51
H -1.984 -1.839 0.485 0.80 0.74 -0.13
H 0.052 -0.361 1.651 -0.08 -0.02 -0.01
H 0.031 2.999 0.337 0.20 -2.03 0.97
H 0.584 2.022 1.839 -0.26 -0.72 -1.89
H 1.311 -0.834 -2.224 0.57 -0.04 -0.18
```
Positions in Å, forces in eV/Å.

## Properties
SMILES: C1=C[C@@H]2OCOC2=C1
HOMO-LUMO gap in eV: 9.10
Lowest unoccupied orbital energy in eV: 0.825


[8]
Molecular formula: C6H6O2
Method: DFT, ωB97M-V with the def2-TZVPD basis set

The geometry in XYZ format:
```
14
Properties=species:S:1:pos:R:3:forces:R:3
C 0.421 0.781 3.232 4.52 1.64 5.01
C 0.285 0.014 2.332 -0.84 -1.54 -4.33
C 0.092 -0.676 0.985 2.64 -0.59 3.69
C 0.690 0.091 -0.311 1.75 -1.42 -0.55
C -0.513 0.162 -2.225 0.40 2.70 -2.42
C -0.673 -0.264 -0.198 -0.36 -5.21 -0.27
H 1.314 1.077 4.124 -3.75 -0.62 -2.96
H 0.306 -1.807 1.107 -1.02 1.94 -0.40
H 0.705 1.090 0.019 0.64 1.25 0.24
H -0.819 -1.003 -2.812 0.62 3.89 2.27
H -0.660 1.251 -2.952 0.65 -3.87 1.84
H -0.916 -1.382 -0.565 0.48 2.31 0.10
O 1.049 0.031 -1.764 -3.97 -0.44 1.71
O -1.281 0.636 -0.973 -1.75 -0.05 -3.92
```
Positions in Å, forces in eV/Å.

## Properties
HOMO-LUMO gap in eV: 9.85
Lowest unoccupied orbital energy in eV: 0.517


[9]
Molecular formula: C6H6O2
Method: DFT, ωB97M-V with the def2-TZVPD basis set

The geometry in XYZ format:
```
14
Properties=species:S:1:pos:R:3:forces:R:3
C 1.276 0.473 0.321 -0.06 1.78 -0.72
C 1.447 -1.086 0.240 0.37 0.08 -0.99
C 0.353 -1.614 -0.371 0.41 0.15 1.57
C -0.717 -0.520 -0.502 3.91 -0.48 -0.74
C -1.703 1.023 0.044 0.51 0.77 1.55
C -0.236 0.535 0.484 -2.14 -1.33 1.10
H 2.371 -1.702 0.408 -0.86 1.14 -0.25
H 0.393 -2.660 -0.653 -0.57 0.05 -0.19
H -0.436 0.010 -1.450 -0.80 -0.78 -0.23
H -2.297 1.569 0.794 0.03 -0.64 -0.27
H -1.689 1.539 -0.885 -0.12 0.56 -0.83
H -0.464 0.080 1.490 0.41 0.36 -0.79
O 2.013 1.423 0.073 -0.61 -2.50 0.71
O -2.063 -0.386 -0.198 -0.48 0.83 0.08
```
Positions in Å, forces in eV/Å.

## Properties
HOMO-LUMO gap in eV: 10.06
Lowest unoccupied orbital energy in eV: 0.361


[10]
Molecular formula: C6H6O2
Method: DFT, ωB97M-V with the def2-TZVPD basis set

The geometry in XYZ format:
```
14
Properties=species:S:1:pos:R:3:forces:R:3
C -1.313 -1.304 0.291 0.71 0.05 3.16
C -1.241 -1.267 -1.071 -4.72 -5.92 2.77
C 0.296 0.069 -0.301 -1.79 2.36 4.39
C 1.052 1.244 -0.570 0.82 -0.77 -4.16
C 1.794 2.138 0.039 0.89 1.11 3.32
C -0.408 -0.262 0.829 -0.70 -2.02 0.77
H -1.240 -2.773 2.018 -2.86 3.04 -4.35
H -1.477 -1.864 -1.944 -0.84 -0.13 0.55
H 1.070 1.215 -1.722 0.07 1.07 1.50
H 2.071 2.262 1.170 -1.07 -0.82 -2.03
H 2.194 2.989 -0.477 0.22 -0.04 -0.67
H -0.377 0.089 1.917 0.31 -0.80 -1.95
O -1.973 -2.142 1.096 1.25 -3.55 4.21
O -0.448 -0.395 -1.275 7.72 6.42 -7.52
```
Positions in Å, forces in eV/Å.

## Properties
HOMO-LUMO gap in eV: 8.01
Lowest unoccupied orbital energy in eV: -0.099